This record from the OMol25 dataset describes a 2-piece molecular cluster, C4H8O4 overall in a non-equilibrium geometry. The level of theory is ωB97M-V/def2-TZVPD.

Output
**SMILES**: OC1COC1.O=CO
**Energy above the lowest of the compared OMol25 structures with the same formula, charge and spin**: 421.2 kJ/mol
**E_HOMO**: -9.82 eV
**Calculated total energy**: -458.0727 a.u.

CARTESIAN COORDINATES (ANGSTROEM)
O1 6.244 0.750 0.277
C1 6.558 1.007 1.813
C2 7.981 0.525 2.157
O2 8.400 1.858 2.489
C3 7.119 2.396 2.132
H1 5.891 -0.144 0.227
H2 5.880 0.565 2.556
H3 8.061 -0.164 3.009
H4 8.540 0.113 1.303
H5 7.176 3.052 1.250
H6 6.662 2.943 2.968
O3 3.645 1.348 1.472
C4 2.767 0.889 0.747
O4 3.077 0.473 -0.448
H7 1.890 0.386 1.202
H8 4.172 0.391 -0.583